Computed, not measured: a single C16H28N2O3 molecule, with ωB97M-V/def2-TZVPD.

XYZ file:
```
49
Properties=species:S:1:pos:R:3:forces:R:3
C -4.950546 -3.245572 -0.193615 -0.068 -0.246 -0.326
H -5.556491 -2.854529 -1.013437 0.037 -0.048 0.063
H -5.579178 -3.733685 0.546251 0.034 0.043 -0.026
H -4.218425 -3.945942 -0.599841 -0.087 0.041 0.042
O -4.293099 -2.181197 0.483361 -0.015 0.183 0.343
C -3.391299 -1.502055 -0.220317 0.334 0.144 -0.044
O -3.105897 -1.744845 -1.366736 -0.121 -0.081 -0.072
C -2.769106 -0.374338 0.586841 -0.024 0.081 0.353
N -1.708195 0.222138 -0.188400 -0.225 -0.229 -0.147
C -0.442124 0.299385 0.343681 -0.241 0.275 -0.361
O -0.214588 0.110111 1.521255 0.141 -0.155 0.477
N 0.505437 0.700030 -0.551318 0.135 0.036 -0.249
H 0.279647 0.705786 -1.532960 -0.075 0.010 0.086
C 1.903172 0.744610 -0.195678 0.107 -0.196 0.036
H 2.344763 1.667438 -0.585374 0.024 -0.071 0.094
H 1.937774 0.760370 0.894759 0.063 0.103 -0.108
C 2.678209 -0.467808 -0.734266 0.061 0.301 0.040
C 4.134175 -0.392762 -0.369923 -0.287 -0.063 -0.049
C 5.069926 -0.134343 -1.273325 0.181 -0.021 -0.133
C 6.533532 -0.029476 -0.971969 0.070 0.114 0.153
C 6.793193 0.093752 0.526356 0.088 -0.243 -0.105
C 5.944377 -0.925281 1.276949 -0.062 0.266 0.131
C 4.466333 -0.600458 1.081831 0.251 -0.100 0.014
H 3.845820 -1.403017 1.487077 -0.083 0.033 0.031
H 4.218420 0.309071 1.637763 -0.068 -0.028 0.100
H 6.189784 -0.917964 2.340613 0.011 -0.078 -0.001
H 6.153781 -1.924029 0.887992 0.016 -0.078 0.024
H 7.853499 -0.060427 0.735896 0.003 0.077 0.022
H 6.525390 1.097938 0.861566 0.029 0.070 0.037
H 6.953278 0.830453 -1.501044 0.042 -0.058 -0.033
H 7.036798 -0.920824 -1.363342 0.073 0.049 -0.039
H 4.798451 -0.003943 -2.313228 -0.187 -0.031 -0.118
H 2.569753 -0.504313 -1.821378 -0.017 -0.041 -0.012
H 2.234507 -1.373888 -0.314102 -0.055 -0.032 -0.027
H -1.808105 0.094814 -1.186315 0.114 -0.026 0.080
H -2.317051 -0.793679 1.496052 -0.107 0.002 -0.214
C -3.850520 0.635185 1.014047 -0.009 -0.231 -0.249
H -3.382234 1.383744 1.653797 0.021 -0.003 0.091
C -4.553443 1.328302 -0.163639 -0.031 0.147 0.270
C -3.798036 2.584427 -0.592862 -0.050 -0.224 -0.150
H -4.247406 3.013103 -1.486139 -0.042 0.108 -0.090
H -3.834553 3.329433 0.199313 0.010 0.110 0.109
H -2.756684 2.357185 -0.800025 0.080 0.100 -0.021
C -5.987385 1.691849 0.219462 0.196 -0.158 -0.200
H -6.482197 2.205418 -0.601817 -0.104 0.087 -0.054
H -6.561725 0.800231 0.461412 -0.103 -0.072 0.059
H -5.990468 2.349209 1.086242 -0.026 0.095 0.125
H -4.590456 0.634672 -1.011335 -0.023 -0.006 -0.032
H -4.580832 0.085721 1.609860 -0.009 0.044 0.078
```
Positions in Å, forces in eV/Å.

Orbital gap (eV): 9.571
HOMO level (eV): -8.810
E_LUMO (eV): 0.8
Total charge: 0
Energy above the lowest of the compared OMol25 structures with the same formula, charge and spin (kcal per mole): 12.5
Molecular weight (g/mol): 296.41

Here are the Löwdin charges for atoms 1 to 2, given in e: C -0.037; H 0.099